{
  "formula": "C41H36BCaN4PS7Te",
  "method": "ωB97M-V with the def2-TZVPD basis set",
  "relative_energy_kj_mol": 40.7,
  "max_force_ha_per_bohr": 0.0303,
  "total_charge": -2,
  "homo_ev": -1.41,
  "species": ["H", "H", "C", "C", "C", "C", "C", "C", "C", "B", "H", "C", "N", "H", "H", "H", "S", "C", "C", "C", "H", "H", "C", "C", "C", "C", "H", "H", "C", "C", "H", "H", "H", "S", "C", "Ca", "C", "C", "H", "S", "C", "C", "H", "S", "S", "C", "N", "C", "C", "H", "H", "C", "S", "C", "C", "C", "H", "H", "H", "H", "H", "C", "C", "H", "H", "C", "N", "C", "C", "Te", "C", "C", "P", "C", "C", "H", "C", "H", "S", "H", "H", "N", "H", "H", "H", "H", "H", "C", "C", "H", "H", "H"],
  "positions_angstrom": [[-5.672, 3.381, 3.174], [4.374, -6.939, -3.357], [3.909, 0.542, 1.603], [4.266, -5.533, -1.733], [3.769, -6.199, -2.844], [4.498, 2.173, 0.238], [-1.135, -4.373, -0.498], [2.163, 0.943, -2.729], [2.132, -1.452, -2.825], [3.535, 3.061, 2.434], [2.284, -2.374, -3.377], [2.389, -0.233, -3.435], [2.599, 2.595, 3.571], [5.273, 0.836, -1.342], [-0.685, 1.759, 6.099], [2.088, -6.432, -4.159], [0.290, 2.444, 2.092], [-1.059, -2.728, -2.245], [1.899, 1.998, 5.581], [1.665, -1.473, -1.509], [-0.659, -4.861, 0.347], [3.599, -1.867, 0.266], [-2.343, -3.085, -2.627], [2.485, -5.922, -3.289], [1.464, -0.308, -0.732], [1.711, 0.896, -1.416], [4.007, 2.483, 5.175], [-4.299, 6.235, -4.883], [4.587, -1.408, 0.234], [-4.987, 3.172, 2.360], [-2.828, -2.555, -3.438], [-1.206, 2.320, 4.485], [-2.967, -5.475, -0.315], [-4.488, -2.102, 1.585], [-4.280, 4.182, -4.252], [0.498, -0.400, 1.402], [-3.028, -4.076, -1.942], [2.983, 2.371, 4.871], [-1.529, 5.246, -1.770], [-6.110, -3.818, 3.424], [1.700, -4.985, -2.631], [-2.793, -1.653, 1.795], [5.032, -1.562, -0.748], [-2.098, -0.643, 0.587], [-0.588, -1.931, 3.468], [3.481, -4.597, -1.077], [3.926, 1.884, 1.456], [-3.705, 3.247, -3.402], [-4.369, 1.852, 0.450], [4.556, 3.476, 2.945], [-4.561, 1.022, -0.216], [4.839, 1.022, -0.376], [3.366, -0.430, 2.883], [-2.300, 4.946, -2.469], [-3.834, 3.927, 2.209], [-3.211, 2.605, 0.301], [5.268, -5.747, -1.377], [0.695, -4.783, -2.980], [-4.043, -4.332, -2.221], [1.786, 1.734, 6.618], [-6.142, 1.523, 1.601], [-0.537, 1.651, 5.025], [1.281, 2.320, 3.464], [4.606, 3.189, -0.099], [-4.033, 2.215, -3.429], [-2.707, 3.616, -2.504], [0.832, 1.990, 4.705], [-4.691, -3.066, 2.998], [-2.423, -4.721, -0.871], [-1.816, 2.117, -1.235], [-2.872, 5.885, -3.316], [2.190, -4.303, -1.519], [1.258, -3.000, -0.593], [-0.440, -3.376, -1.182], [-2.945, 3.644, 1.180], [-2.541, 6.916, -3.283], [-2.202, -2.151, 2.910], [-3.614, 4.726, 2.907], [-3.241, -3.160, 3.918], [2.759, -0.198, -4.455], [-0.767, 0.624, 4.734], [4.472, 0.005, 0.477], [-0.542, -1.930, -2.764], [1.571, 1.838, -0.888], [3.862, -4.083, -0.201], [-2.028, 4.212, 1.083], [2.357, 1.901, -3.204], [-3.860, 5.505, -4.214], [-5.257, 2.134, 1.477], [-5.052, 3.877, -4.948], [5.199, -1.874, 1.008], [2.979, 3.898, 1.773]],
  "forces_ev_per_angstrom": [[0.0, 0.0, 0.0], [0.0, 0.0, 0.0], [0.2, 0.1, -0.4], [0.1, 0.0, 0.0], [0.0, 0.0, 0.0], [0.1, 0.2, 0.0], [0.1, 0.1, 0.0], [0.0, 0.1, 0.0], [0.0, 0.0, 0.1], [0.1, -0.1, 0.0], [0.0, 0.0, 0.0], [0.0, 0.0, -0.1], [-0.2, -0.2, 0.0], [-0.1, 0.0, 0.0], [0.1, 0.0, 0.0], [0.0, 0.0, 0.0], [-0.1, -0.1, -0.4], [0.0, 0.0, 0.0], [-0.1, 0.1, 0.1], [0.2, 0.1, 0.0], [-0.1, 0.0, 0.0], [0.1, 0.1, 0.0], [-0.1, 0.1, 0.0], [0.0, 0.0, 0.0], [0.3, -0.1, -1.2], [0.1, 0.0, 0.0], [0.0, 0.0, 0.0], [0.0, 0.0, 0.0], [0.0, -0.1, 0.0], [0.0, 0.0, 0.0], [0.0, 0.0, 0.0], [0.0, 0.0, 0.0], [0.0, 0.0, 0.0], [0.2, -0.1, 0.3], [0.0, 0.1, 0.0], [0.0, 0.2, 1.5], [0.0, 0.0, 0.0], [0.0, 0.1, 0.1], [0.0, 0.0, 0.0], [-0.3, -0.1, 0.1], [0.0, 0.0, 0.0], [-0.3, -0.2, 0.4], [0.0, 0.0, 0.0], [0.0, -0.1, -0.5], [0.5, -0.1, 0.3], [-0.1, 0.0, 0.0], [-0.1, -0.2, 0.0], [0.0, -0.1, 0.0], [-0.1, 0.0, 0.0], [0.0, 0.0, 0.1], [0.0, 0.0, 0.0], [0.1, -0.1, 0.0], [-0.5, -0.2, 0.2], [0.1, 0.0, 0.1], [0.0, 0.0, 0.0], [0.1, -0.1, -0.2], [0.0, 0.0, 0.0], [0.0, 0.0, 0.0], [0.0, 0.0, 0.0], [0.0, 0.0, 0.0], [0.0, 0.0, 0.0], [-0.2, -0.1, 0.0], [0.1, 0.3, 0.4], [-0.1, 0.0, 0.0], [0.0, 0.0, 0.0], [0.3, -0.2, 0.1], [0.3, -0.1, -0.2], [0.4, 0.2, -0.1], [0.0, 0.0, 0.0], [-0.6, 0.5, 0.0], [0.0, 0.0, 0.0], [0.0, 0.1, 0.1], [-0.2, 0.0, -0.3], [0.1, -0.1, 0.1], [0.0, 0.0, 0.0], [0.0, 0.0, 0.0], [-0.5, -0.2, 0.0], [0.0, 0.0, 0.0], [-0.1, 0.2, -0.3], [0.0, 0.0, 0.0], [0.0, 0.0, -0.1], [-0.1, 0.3, 0.2], [0.0, 0.0, 0.0], [0.0, 0.0, 0.0], [0.0, -0.1, 0.0], [0.0, 0.0, 0.0], [0.0, 0.0, 0.0], [0.0, 0.0, 0.0], [0.0, 0.0, 0.0], [0.0, 0.0, 0.0], [0.0, 0.0, 0.0], [0.0, 0.1, -0.1]]
}